[1]
Below is a structure of composition C28H33N3O3RhSSe, with properties calculated with ωB97M-V with the def2-TZVPD basis set.

```
! RIJCOSX wB97M-V def2-TZVPD def2/J DEFGRID3
* xyz -1 5
Rh 0.82 0.96 -0.62
C -3.96 -0.93 2.27
C -3.17 -0.91 0.96
C -3.46 -2.16 0.13
C -3.49 0.33 0.15
C -4.79 0.47 -0.32
C -5.16 1.54 -1.12
C -4.20 2.46 -1.49
C -2.89 2.35 -1.05
C -1.89 3.35 -1.60
C -1.08 4.08 -0.54
C -1.03 2.61 -2.62
C -2.52 1.30 -0.18
N -1.24 1.24 0.35
C -1.10 1.12 1.64
C 0.14 0.94 2.27
C 0.41 0.77 3.64
C 1.78 0.60 3.74
C 2.30 0.68 2.44
N 1.32 0.88 1.57
C 3.76 0.66 2.04
C 3.95 -0.22 0.80
C 4.17 2.10 1.74
C 4.64 0.13 3.18
H -3.73 -1.83 2.84
H -5.03 -0.91 2.09
H -3.71 -0.07 2.89
H -2.10 -0.94 1.20
H -4.52 -2.26 -0.09
H -3.13 -3.05 0.66
H -2.91 -2.10 -0.81
H -5.53 -0.27 -0.06
H -6.18 1.64 -1.46
H -4.46 3.28 -2.13
H -2.46 4.12 -2.14
H -0.43 3.39 0.00
H -1.74 4.56 0.19
H -0.46 4.83 -1.00
H -0.54 1.73 -2.15
H -0.26 3.26 -3.04
H -1.65 2.22 -3.43
H -1.97 1.20 2.29
H -0.31 0.76 4.44
H 2.34 0.44 4.65
H 3.35 0.16 -0.03
H 3.64 -1.24 1.01
H 5.00 -0.22 0.50
H 3.57 2.49 0.92
H 5.22 2.14 1.44
H 4.02 2.74 2.61
H 4.32 -0.87 3.49
H 4.59 0.79 4.04
H 5.67 0.07 2.84
O 3.58 -1.01 -3.01
C 2.53 -1.42 -2.55
N 1.59 -0.69 -1.93
S 0.30 -1.55 -1.44
O 0.17 -1.56 -0.01
O -0.90 -1.19 -2.17
C 0.91 -3.14 -2.02
C 0.39 -4.41 -1.97
C 1.12 -5.44 -2.54
C 2.35 -5.19 -3.14
C 2.87 -3.91 -3.18
C 2.13 -2.88 -2.61
H -0.56 -4.59 -1.49
H 0.73 -6.45 -2.50
H 2.90 -6.01 -3.58
H 3.82 -3.70 -3.65
Se 2.17 2.74 -1.32
*
```

Results
* gap between HOMO and LUMO (alpha / beta): 7.16 / 6.32 eV
* ⟨S²⟩: 6.016
* strongest force on any atom: 0.03631 hartree/bohr

[2]
Below is the molecule C28H33N3O8S, with properties calculated with ωB97M-V with the def2-TZVPD basis set.

```
! RIJCOSX wB97M-V def2-TZVPD def2/J DEFGRID3
* xyz 0 1
C -1.25 -4.29 -0.39
H -2.17 -3.71 -0.27
H -1.44 -5.13 -1.05
O -0.24 -3.53 -1.03
C 0.22 -2.41 -0.43
C 1.20 -1.70 -1.13
C 1.72 -0.53 -0.63
C 1.28 -0.04 0.60
C 0.34 -0.76 1.31
C -0.21 -1.93 0.81
H -0.96 -2.45 1.37
H 0.00 -0.40 2.27
C 1.78 1.30 1.10
N 3.22 1.37 1.28
C 3.85 2.30 0.52
O 5.04 2.54 0.54
C 2.78 2.97 -0.32
O 2.92 3.84 -1.17
C 1.53 2.36 0.07
C 0.38 2.61 -0.63
O 0.33 3.50 -1.60
H 1.24 3.90 -1.72
C -0.83 1.82 -0.37
C -1.28 0.93 -1.35
C -2.30 0.04 -1.06
C -2.89 0.07 0.19
C -2.49 0.98 1.15
C -1.46 1.85 0.87
H -1.12 2.56 1.62
H -2.97 0.96 2.12
S -4.12 -1.17 0.62
O -4.09 -1.32 2.04
O -3.87 -2.32 -0.21
N -5.62 -0.60 0.22
C -6.20 0.44 1.04
H -5.75 0.36 2.03
C -5.96 1.82 0.42
H -6.53 2.59 0.95
O -6.41 1.86 -0.92
C -5.75 0.90 -1.72
H -6.17 1.00 -2.72
C -5.97 -0.51 -1.18
H -5.37 -1.25 -1.71
H -7.03 -0.78 -1.27
H -4.67 1.13 -1.75
H -4.89 2.08 0.45
H -7.27 0.26 1.11
H -2.62 -0.69 -1.78
H -0.80 0.92 -2.31
C 3.91 0.59 2.26
H 3.36 0.63 3.21
H 4.89 1.06 2.40
C 4.08 -0.89 1.87
N 4.57 -1.06 0.52
C 4.48 -2.44 0.10
C 4.91 -2.55 -1.37
H 4.90 -3.59 -1.69
O 6.22 -2.09 -1.56
C 6.33 -0.75 -1.13
C 5.94 -0.59 0.34
H 6.64 -1.16 0.97
H 6.00 0.47 0.59
H 5.68 -0.11 -1.74
H 7.37 -0.46 -1.28
H 4.21 -1.96 -1.98
H 3.45 -2.78 0.20
H 5.13 -3.09 0.71
H 3.11 -1.38 1.93
H 4.75 -1.35 2.62
H 1.29 1.53 2.06
H 2.47 0.01 -1.18
H 1.52 -2.09 -2.08
H -0.91 -4.66 0.58
*
```

Results
* SMILES: COc1ccc([C@@H]2/C(=C(/O)c3ccc(S(=O)(=O)N4CCOCC4)cc3)C(=O)C(=O)N2CCN2CCOCC2)cc1
* gap between HOMO and LUMO: 7.88 eV
* strongest force on any atom: 0.02122 hartree/bohr

[3]
Below is a structure of composition C28H33N4OSTeZr, with properties calculated with ωB97M-V with the def2-TZVPD basis set.

```
! RIJCOSX wB97M-V def2-TZVPD def2/J DEFGRID3
* xyz 3 1
Zr -0.12 -0.42 -0.47
C -2.78 -0.71 -2.18
N -1.73 0.33 -1.97
C -2.33 1.50 -1.25
C -2.66 1.10 0.17
C -3.61 1.78 0.91
C -3.91 1.32 2.19
C -3.26 0.19 2.68
C -2.31 -0.42 1.89
N -2.00 0.04 0.66
C -1.12 0.74 -3.28
C 0.39 0.72 -3.26
C 1.13 1.55 -4.07
C 2.51 1.40 -4.10
C 3.10 0.42 -3.32
C 2.29 -0.36 -2.52
N 0.95 -0.21 -2.46
C -2.24 -2.11 -2.07
C -2.80 -3.15 -2.81
C -2.37 -4.45 -2.57
C -1.39 -4.67 -1.62
C -0.85 -3.59 -0.96
N -1.27 -2.32 -1.17
H -3.26 -0.57 -3.15
H -3.55 -0.58 -1.42
H -3.22 1.84 -1.78
H -1.59 2.31 -1.25
H -4.11 2.64 0.49
H -4.65 1.83 2.79
H -3.50 -0.21 3.65
H -1.77 -1.29 2.24
H -1.50 1.72 -3.57
H -1.44 0.03 -4.04
H 0.64 2.30 -4.68
H 3.11 2.04 -4.73
H 4.17 0.26 -3.33
H 2.71 -1.14 -1.90
H -3.57 -2.94 -3.54
H -2.80 -5.27 -3.13
H -1.03 -5.67 -1.41
H -0.06 -3.72 -0.23
C 5.02 -1.80 0.02
C 3.91 -1.27 0.92
S 2.51 -2.41 0.98
O 1.29 -1.61 0.37
C 2.11 -2.45 2.72
C 1.87 -1.11 3.38
H 5.82 -1.06 -0.01
H 4.69 -1.98 -1.00
H 5.44 -2.73 0.40
H 3.48 -0.32 0.60
H 4.25 -1.15 1.95
H 2.98 -2.98 3.13
H 1.26 -3.14 2.79
H 2.78 -0.53 3.48
H 1.47 -1.29 4.38
H 1.14 -0.50 2.83
Te 1.17 2.02 0.01
C 0.50 2.99 1.75
C 0.81 4.34 1.84
C 0.41 5.06 2.96
C -0.28 4.43 3.99
C -0.57 3.07 3.89
C -0.18 2.35 2.78
H 1.35 4.85 1.06
H 0.65 6.11 3.04
H -0.58 4.99 4.86
H -1.10 2.58 4.70
H -0.40 1.29 2.73
*
```

Results
* gap between HOMO and LUMO: 6.04 eV
* strongest force on any atom: 0.01774 hartree/bohr

[4]
Below is a structure of composition C28H33N5O2PbS3, with properties calculated with ωB97M-V with the def2-TZVPD basis set.

```
! RIJCOSX wB97M-V def2-TZVPD def2/J DEFGRID3
* xyz 2 1
Pb 0.70 0.24 1.46
C 0.65 3.59 -0.24
C 2.09 3.21 -0.58
S 2.55 1.48 -0.30
C 4.09 1.63 0.64
C 4.08 2.45 1.93
S 2.87 1.84 3.14
C 1.96 3.34 3.58
C 1.31 4.15 2.47
S 0.09 3.26 1.45
H 0.51 4.65 -0.46
H -0.05 3.03 -0.87
H 2.25 3.39 -1.64
H 2.80 3.83 -0.04
H 4.39 0.60 0.84
H 4.83 2.05 -0.05
H 5.07 2.38 2.38
H 3.89 3.50 1.75
H 1.21 2.98 4.30
H 2.63 3.99 4.14
H 0.77 4.98 2.93
H 2.05 4.59 1.80
C -6.01 -0.90 -1.93
C -4.56 -0.79 -1.53
C -3.53 -1.21 -2.38
C -2.20 -1.12 -2.03
C -1.76 -0.58 -0.80
N -0.43 -0.40 -0.49
C 0.49 -0.51 -1.56
C 0.41 0.35 -2.66
C 1.32 0.30 -3.70
C 2.39 -0.61 -3.69
C 3.40 -0.66 -4.80
C 2.49 -1.45 -2.59
C 1.56 -1.41 -1.55
N 1.76 -2.30 -0.45
C 2.01 -3.62 -0.48
C 2.29 -4.03 0.80
C 2.20 -2.87 1.57
N 1.89 -1.82 0.81
C -2.82 -0.26 0.06
C -4.17 -0.35 -0.29
N -2.58 0.12 1.44
C -2.94 1.22 2.11
C -2.78 1.00 3.47
C -2.32 -0.30 3.60
N -2.19 -0.79 2.37
H -6.14 -0.67 -2.99
H -6.39 -1.91 -1.76
H -6.63 -0.21 -1.35
H -3.78 -1.63 -3.35
H -1.45 -1.46 -2.74
H -0.41 1.05 -2.70
H 1.21 0.97 -4.54
H 3.00 -0.22 -5.71
H 4.30 -0.09 -4.53
H 3.70 -1.68 -5.01
H 3.32 -2.14 -2.52
H 1.95 -4.17 -1.41
H 2.53 -5.02 1.14
H 2.34 -2.74 2.63
H -4.92 -0.09 0.45
H -3.29 2.08 1.58
H -2.98 1.70 4.27
H -2.06 -0.90 4.46
C -2.57 -4.17 1.18
C -3.00 -2.89 1.80
O -4.06 -2.50 2.13
O -1.83 -2.03 1.99
H -3.04 -4.99 1.71
H -1.49 -4.28 1.18
H -2.93 -4.18 0.15
*
```

Results
* gap between HOMO and LUMO: 7.38 eV
* strongest force on any atom: 0.00811 hartree/bohr

[5]
Below is a structure of composition C28H33N6OSe3TaTe, with properties calculated with ωB97M-V with the def2-TZVPD basis set.

```
! RIJCOSX wB97M-V def2-TZVPD def2/J DEFGRID3
* xyz 2 1
Ta -0.11 0.51 0.20
C 0.13 -3.38 0.87
C 1.45 -2.85 0.41
C 2.56 -3.68 0.48
C 3.81 -3.21 0.14
C 3.91 -1.91 -0.32
C 2.76 -1.14 -0.43
N 1.55 -1.58 -0.04
C 2.84 0.21 -1.02
C 3.92 0.60 -1.81
C 3.96 1.88 -2.32
C 2.91 2.74 -2.08
C 1.83 2.30 -1.32
N 1.82 1.05 -0.79
C 0.60 3.12 -1.20
C 0.60 4.48 -1.43
C -0.62 5.15 -1.48
C -1.78 4.43 -1.32
C -1.73 3.07 -1.01
C -3.00 2.31 -0.79
N -0.55 2.44 -0.94
H 0.23 -4.42 1.16
H -0.63 -3.31 0.09
H -0.24 -2.82 1.72
H 2.43 -4.70 0.83
H 4.68 -3.84 0.22
H 4.88 -1.50 -0.58
H 4.71 -0.10 -2.03
H 4.79 2.19 -2.94
H 2.89 3.73 -2.51
H 1.53 5.01 -1.57
H -0.65 6.21 -1.66
H -2.75 4.91 -1.38
H -3.46 2.07 -1.75
H -3.71 2.92 -0.22
H -2.87 1.40 -0.21
Se -0.42 2.27 2.06
Se -2.01 4.00 2.03
Te -3.53 2.97 3.77
Se -4.47 1.11 2.59
C -0.25 0.66 -3.26
N -0.54 -0.25 -2.13
C 0.13 -1.53 -2.49
C -2.00 -0.55 -2.15
C -2.41 -1.21 -0.88
C -3.48 -2.08 -0.84
C -3.92 -2.59 0.38
C -3.31 -2.20 1.56
C -2.24 -1.32 1.52
C -1.73 -0.84 0.31
H -0.60 0.21 -4.19
H 0.82 0.83 -3.35
H -0.76 1.61 -3.14
H -0.24 -1.85 -3.47
H -0.11 -2.30 -1.76
H 1.20 -1.39 -2.56
H -2.23 -1.15 -3.04
H -2.53 0.40 -2.26
H -3.99 -2.36 -1.76
H -4.76 -3.27 0.40
H -3.70 -2.55 2.51
H -1.81 -1.01 2.46
C 0.28 -1.04 5.30
N 0.20 -0.42 3.98
C 1.08 -0.60 3.02
N 2.14 -1.40 3.19
O 0.94 0.01 1.90
H -0.63 -0.79 5.85
H 1.13 -0.66 5.87
H 0.33 -2.12 5.22
H -0.47 0.32 3.82
H 2.38 -1.75 4.11
H 2.83 -1.46 2.47
*
```

Results
* gap between HOMO and LUMO (alpha / beta): 3.24 / 3.18 eV
* strongest force on any atom: 0.02230 hartree/bohr

[6]
Below is a structure of composition C28H33N7O6PPd, with properties calculated with ωB97M-V with the def2-TZVPD basis set.

```
! RIJCOSX wB97M-V def2-TZVPD def2/J DEFGRID3
* xyz 1 5
Pd 0.51 -0.33 0.51
O 0.24 -1.60 2.21
N -0.86 -1.55 2.85
N -1.75 -0.78 2.38
O -1.60 -0.08 1.27
C -3.01 -0.66 3.08
C -4.08 -0.13 2.40
C -5.30 -0.02 3.05
C -5.43 -0.42 4.37
C -4.33 -0.93 5.05
C -3.10 -1.05 4.41
H -3.97 0.18 1.37
H -6.15 0.40 2.53
H -6.38 -0.33 4.88
H -4.42 -1.23 6.08
H -2.24 -1.44 4.93
C -2.29 -1.36 -1.48
N -0.87 -1.57 -1.17
C -0.20 -2.43 -1.83
C 1.16 -2.69 -1.42
C 2.08 -3.65 -1.95
C 3.20 -3.56 -1.18
C 2.92 -2.52 -0.19
N 1.72 -2.02 -0.34
C -2.70 -1.67 -2.89
C -3.46 -2.79 -3.18
C -3.84 -3.07 -4.49
C -3.45 -2.23 -5.52
C -2.68 -1.10 -5.23
C -2.31 -0.83 -3.93
H -2.50 -0.32 -1.22
H -2.85 -1.97 -0.76
H -0.60 -3.00 -2.67
H 1.89 -4.30 -2.78
H 4.11 -4.13 -1.25
H 3.59 -2.17 0.58
H -3.77 -3.46 -2.38
H -4.43 -3.95 -4.71
H -3.75 -2.44 -6.54
H -2.37 -0.44 -6.04
H -1.71 0.05 -3.71
N -2.36 3.07 -0.50
C -1.36 2.41 0.10
O -0.53 1.76 -0.52
C -1.34 2.54 1.60
C -0.24 2.03 2.33
N 0.69 1.52 2.79
C -2.44 3.09 2.28
N -3.38 3.51 2.80
H -3.03 3.62 0.01
H -2.41 3.05 -1.50
C 3.03 4.60 -0.17
C 2.09 3.45 0.08
O 2.83 2.38 0.70
P 2.59 0.84 0.37
O 3.08 0.65 -1.12
C 4.41 1.05 -1.56
C 4.29 1.79 -2.86
O 3.76 0.19 1.22
C 3.56 -0.08 2.64
C 4.83 -0.70 3.18
H 2.51 5.40 -0.69
H 3.88 4.28 -0.78
H 3.42 4.99 0.77
H 1.64 3.09 -0.85
H 1.29 3.74 0.76
H 4.99 0.13 -1.67
H 4.88 1.66 -0.78
H 3.76 1.19 -3.60
H 5.28 2.03 -3.25
H 3.74 2.73 -2.73
H 2.70 -0.75 2.75
H 3.33 0.86 3.14
H 5.11 -1.58 2.60
H 4.68 -1.00 4.22
H 5.65 0.01 3.14
*
```

Results
* gap between HOMO and LUMO (alpha / beta): 8.56 / 5.32 eV
* ⟨S²⟩: 6.056
* strongest force on any atom: 0.01147 hartree/bohr

[7]
Below is the molecule C28H33NO5, with properties calculated with ωB97M-V with the def2-TZVPD basis set.

```
! RIJCOSX wB97M-V def2-TZVPD def2/J DEFGRID3
* xyz 0 1
C -7.24 0.01 1.92
C -7.00 0.25 0.43
O -5.75 0.84 0.17
C -4.62 0.09 0.26
C -4.56 -1.28 0.43
C -3.34 -1.95 0.49
C -2.15 -1.25 0.37
C -2.20 0.13 0.21
C -3.41 0.81 0.16
O -3.54 2.15 -0.02
C -2.40 2.98 -0.04
C -1.81 3.22 1.35
H -1.47 2.28 1.80
H -2.57 3.65 2.00
H -0.97 3.90 1.28
H -1.64 2.58 -0.72
H -2.76 3.93 -0.45
H -1.28 0.68 0.15
C -0.84 -2.00 0.41
N 0.30 -1.12 0.51
C 1.38 -1.42 1.26
O 1.42 -2.35 2.04
C 2.53 -0.49 1.04
C 2.39 0.82 0.64
C 3.51 1.61 0.42
C 4.79 1.10 0.60
C 4.94 -0.24 1.03
C 3.81 -1.01 1.25
H 3.89 -2.03 1.59
O 6.22 -0.66 1.20
C 6.43 -1.96 1.68
H 6.05 -2.72 0.99
H 5.97 -2.11 2.67
H 7.51 -2.07 1.77
O 5.94 1.79 0.39
C 5.86 3.12 -0.03
H 5.34 3.75 0.71
H 6.89 3.46 -0.12
H 5.36 3.22 -0.99
H 3.37 2.64 0.12
H 1.41 1.27 0.52
H 0.42 -0.47 -0.25
H -0.81 -2.63 1.31
C -0.70 -2.93 -0.82
H -1.47 -3.70 -0.76
H 0.27 -3.43 -0.75
C -0.83 -2.22 -2.17
C 0.24 -1.19 -2.40
C 1.59 -1.56 -2.44
C 2.57 -0.60 -2.61
C 2.24 0.73 -2.75
C 0.90 1.10 -2.75
C -0.08 0.15 -2.57
H -1.12 0.45 -2.57
H 0.63 2.14 -2.88
H 3.01 1.47 -2.88
H 3.61 -0.90 -2.62
H 1.86 -2.60 -2.33
H -0.78 -2.97 -2.96
H -1.81 -1.74 -2.22
H -3.33 -3.02 0.63
H -5.46 -1.86 0.52
H -7.12 -0.68 -0.14
H -7.73 0.98 0.06
H -7.15 0.94 2.46
H -6.51 -0.69 2.32
H -8.24 -0.39 2.07
*
```

Results
* SMILES: CCOc1ccc([C@@H](CCc2ccccc2)NC(=O)c2ccc(OC)c(OC)c2)cc1OCC
* gap between HOMO and LUMO: 8.53 eV
* strongest force on any atom: 0.00926 hartree/bohr